(1)
Entry from the Open Molecules 2025 dataset: a structure of composition C22H29BF4N2O9P2Ta (ωB97M-V with the def2-TZVPD basis set).

Each line ends with the Mulliken charge.
Geometry (Å):
Ta (-1.2516, 0.1901, -1.7665)  0.57
C (-0.9921, -1.6790, 1.9380)  -1.65
C (-1.8458, -2.3535, 0.8797)  -0.93
N (-2.6082, -1.4787, -0.0645)  0.81
C (-3.5188, -2.3688, -0.8495)  -1.01
C (-2.8320, -3.5125, -1.5813)  -1.35
C (-3.4635, -0.5275, 0.6933)  -1.24
C (-2.8213, 0.8245, 0.7357)  -0.66
N (-2.5164, 1.2543, -0.6518)  0.88
C (-3.1080, 2.4478, -1.1088)  0.59
C (-2.3163, 3.2667, -1.8843)  0.09
F (-1.0630, 2.7845, -2.1159)  -0.35
C (-2.7345, 4.4718, -2.3890)  0.00
F (-1.9087, 5.1953, -3.1420)  -0.28
C (-4.0139, 4.9110, -2.1075)  -0.56
C (-4.8312, 4.0996, -1.3478)  0.09
F (-6.0779, 4.4775, -1.0759)  -0.28
C (-4.4015, 2.8736, -0.8648)  0.19
F (-5.2566, 2.0935, -0.1916)  -0.29
H (-0.4279, -2.4492, 2.4634)  0.45
H (-1.5857, -1.1466, 2.6821)  0.35
H (-0.2730, -0.9882, 1.5168)  0.67
H (-2.5819, -2.9866, 1.3888)  0.47
H (-1.2168, -3.0062, 0.2776)  0.48
H (-4.0560, -1.7424, -1.5521)  0.53
H (-4.2546, -2.7840, -0.1518)  0.67
H (-1.9399, -3.1800, -2.1060)  0.16
H (-3.5211, -3.9172, -2.3226)  0.39
H (-2.5577, -4.3259, -0.9107)  0.42
H (-3.6409, -0.8915, 1.7090)  0.36
H (-4.4310, -0.4508, 0.1983)  0.61
H (-1.8853, 0.7895, 1.2893)  0.07
H (-3.4553, 1.5610, 1.2229)  0.75
H (-4.3668, 5.8637, -2.4772)  0.53
O (0.1232, -1.7700, -2.6352)  -0.44
P (0.4969, -0.6819, -3.7819)  1.04
O (1.7530, -0.8649, -4.4612)  -0.71
O (0.2026, 0.6067, -2.8926)  -0.49
O (-0.8128, -0.7612, -4.7202)  -0.36
P (-2.3583, -0.4320, -4.3254)  0.84
O (-2.3133, 1.1588, -4.0306)  -0.33
O (-3.3125, -0.8612, -5.3182)  -0.70
O (-2.4542, -0.8914, -2.8195)  -0.41
H (0.7369, -2.5143, -2.5835)  0.35
H (-2.4952, 1.7024, -4.8069)  0.32
C (6.1847, -1.4757, 1.8046)  -1.99
C (5.5177, -0.4567, 2.7297)  1.93
C (5.2367, -1.1314, 4.0811)  -1.54
C (6.4893, 0.7135, 2.9366)  -1.64
C (4.1890, 0.0463, 2.1605)  0.57
C (3.5480, 1.1377, 2.7654)  -0.55
C (2.3121, 1.6176, 2.3505)  -2.09
C (1.7258, 0.9538, 1.2987)  1.04
O (0.4838, 1.1706, 0.7123)  -0.20
B (0.3701, 0.1880, -0.2524)  0.73
O (1.5039, -0.6143, -0.3013)  -0.41
C (2.3359, -0.1171, 0.6942)  0.64
C (3.5642, -0.5949, 1.0898)  -1.09
H (7.1603, -1.7458, 2.2108)  0.43
H (6.3416, -1.0683, 0.8027)  0.44
H (5.6018, -2.3962, 1.7221)  0.33
H (6.1671, -1.5034, 4.5160)  0.42
H (4.5545, -1.9756, 3.9585)  0.36
H (4.7875, -0.4307, 4.7879)  0.36
H (7.4548, 0.3334, 3.2751)  0.45
H (6.1343, 1.4173, 3.6903)  0.34
H (6.6468, 1.2613, 2.0048)  0.39
H (4.0272, 1.6336, 3.5987)  0.37
H (1.8364, 2.4616, 2.8313)  0.51
H (4.0154, -1.4308, 0.5741)  0.55

Values from the calculation:
Orbital gap: 6.834 eV
Total charge: +1
E_HOMO: -11.3189 eV

(2)
Entry from the Open Molecules 2025 dataset: a structure of composition C5H14ClIr2 (ωB97M-V with the def2-TZVPD basis set).

Each line ends with the Löwdin spin population.
Geometry (Å):
Ir (0.9793, -1.1873, -1.2890)  2.63
Cl (1.8530, -1.6968, -3.3113)  0.40
C (2.0300, 0.5342, -1.4410)  0.33
C (-0.7509, -0.7661, -2.1887)  0.31
H (1.8508, 0.9379, -2.4616)  0.03
H (1.7702, 1.3097, -0.6969)  0.06
H (3.1154, 0.3060, -1.3328)  0.05
H (-0.4746, -0.1164, -3.0452)  0.03
H (-1.5298, -0.2563, -1.5982)  0.05
H (-1.1940, -1.7013, -2.5909)  0.05
Ir (-0.3409, 0.0507, 0.8361)  2.76
C (-1.7826, -0.8750, 1.7827)  0.37
C (-0.9904, 1.8275, 0.4975)  1.10
H (-2.7024, -0.5688, 1.2416)  0.05
H (-1.7333, -1.9817, 1.8199)  0.05
H (-1.8007, -0.4887, 2.8156)  0.04
H (-1.5650, 1.7200, -0.4603)  0.11
H (-0.1635, 2.4872, 0.1363)  0.11
C (0.7250, 0.0894, 2.5993)  0.36
H (0.1836, 0.8131, 3.2303)  0.03
H (1.7339, 0.4510, 2.3394)  0.05
H (0.7871, -0.8882, 3.1174)  0.04

Values from the calculation:
Orbital gap (spin up / spin down): 5.648 / 6.896 eV
Spin multiplicity: 10
<S²>: 24.7665
Total charge: 0
E_HOMO (spin up / spin down): -6.3077 / -9.6973 eV

(3)
Entry from the Open Molecules 2025 dataset: a structure of composition C24H41CsNO11P3S (ωB97M-V with the def2-TZVPD basis set).

Each line ends with the Mulliken charge.
Geometry (Å):
Cs (-1.9549, 0.3025, 2.6390)  1.47
O (-0.7255, -3.2901, 4.9818)  -0.48
P (-2.1419, -2.5857, 4.6134)  0.48
O (-3.2758, -3.4257, 5.1115)  -0.84
O (-1.9855, -1.1485, 4.9719)  -0.79
O (-2.1212, -2.7246, 2.9870)  0.23
P (-3.3559, -2.8614, 1.8551)  0.50
O (-4.5887, -3.2936, 2.7798)  -0.61
O (-3.5403, -1.4701, 1.3070)  -0.73
O (-2.9395, -3.9191, 0.8971)  -0.82
H (-0.8216, -4.2457, 4.9509)  0.27
H (-4.2645, -3.4487, 3.7083)  0.44
O (-0.0601, 0.5808, 0.6095)  -0.77
P (0.5231, -0.4474, -0.2965)  0.58
C (1.1244, 0.4267, -1.7928)  0.24
C (1.5888, -0.4091, -2.9977)  -0.62
C (2.4618, 0.4451, -3.9133)  -1.20
C (3.7709, 0.8407, -3.2169)  -0.92
C (3.5647, 1.1401, -1.7189)  0.14
C (2.1250, 1.5448, -1.4236)  -1.44
C (-0.7555, -1.6933, -0.6851)  1.21
C (-1.8238, -1.1668, -1.6608)  -0.42
C (-2.6694, -2.3380, -2.1519)  -0.71
C (-1.8392, -3.2918, -3.0214)  -0.82
C (-0.3976, -3.4531, -2.4964)  -0.62
C (-0.3317, -3.1395, -1.0059)  -0.68
C (1.8510, -1.3268, 0.6508)  0.14
C (2.5206, -0.3610, 1.6378)  -1.21
C (3.2169, -1.1522, 2.7512)  -0.83
C (3.9020, -2.4224, 2.2123)  -0.73
C (4.2201, -2.2667, 0.7291)  -1.01
C (2.9227, -2.1616, -0.0865)  -0.57
H (0.1944, 0.9299, -2.0831)  0.59
H (0.7175, -0.7779, -3.5401)  0.47
H (2.1496, -1.2950, -2.6902)  0.16
H (1.9010, 1.3425, -4.1905)  0.34
H (2.6766, -0.0842, -4.8446)  0.48
H (4.1978, 1.7117, -3.7200)  0.33
H (4.4988, 0.0317, -3.3288)  0.36
H (4.2470, 1.9274, -1.3923)  0.53
H (3.8189, 0.2594, -1.1268)  -0.40
H (1.8847, 2.4386, -2.0053)  0.60
H (1.9948, 1.8330, -0.3794)  0.58
H (-1.2547, -1.7385, 0.2902)  -1.10
H (-1.3739, -0.6476, -2.5171)  0.38
H (-2.4551, -0.4507, -1.1329)  0.08
H (-3.5296, -1.9726, -2.7178)  0.58
H (-3.0572, -2.8603, -1.2734)  0.10
H (-1.8085, -2.9246, -4.0530)  0.34
H (-2.3352, -4.2651, -3.0522)  0.36
H (0.2777, -2.7981, -3.0514)  0.01
H (-0.0429, -4.4718, -2.6742)  0.52
H (0.6460, -3.3760, -0.5882)  0.21
H (-1.0475, -3.7826, -0.4851)  0.55
H (1.2375, -2.0139, 1.2518)  0.69
H (1.7819, 0.3176, 2.0596)  0.53
H (3.2429, 0.2630, 1.1027)  0.20
H (2.4796, -1.4252, 3.5093)  0.27
H (3.9492, -0.5077, 3.2444)  0.44
H (3.2420, -3.2856, 2.3404)  0.32
H (4.8068, -2.6402, 2.7839)  0.47
H (4.8119, -3.1083, 0.3606)  0.56
H (4.8329, -1.3709, 0.5841)  0.28
H (2.5437, -3.1693, -0.2642)  0.56
H (3.1522, -1.7481, -1.0670)  -0.31
N (-3.8412, 2.7148, 1.2570)  -0.39
C (-3.2171, 3.9537, 1.0083)  0.60
C (-1.9258, 4.0121, 0.4852)  -0.10
C (-1.3195, 5.2420, 0.2654)  -0.70
C (-1.9767, 6.4261, 0.5622)  -0.14
C (-3.2492, 6.3668, 1.1090)  -0.60
C (-3.8665, 5.1432, 1.3313)  -0.60
S (-1.2265, 8.0149, 0.1877)  1.25
O (0.2022, 7.8105, 0.3941)  -0.71
O (-1.8423, 8.9454, 1.1281)  -0.72
O (-1.5927, 8.2572, -1.2051)  -0.69
H (-4.8458, 2.7887, 1.2988)  0.23
H (-3.5593, 1.9615, 0.6477)  0.08
H (-1.3910, 3.0929, 0.2637)  0.44
H (-0.3144, 5.2880, -0.1347)  0.44
H (-3.7518, 7.2907, 1.3642)  0.41
H (-4.8626, 5.1132, 1.7621)  0.26

Values from the calculation:
Orbital gap: 6.934 eV
Total charge: -2
E_HOMO: -3.4495 eV

(4)
Entry from the Open Molecules 2025 dataset: the molecule CH4S2 (ωB97M-V with the def2-TZVPD basis set).

Each line ends with the Mulliken charge.
Geometry (Å):
C (-0.6830, 0.4629, -0.4769)  -0.76
S (0.9431, -0.2654, -0.7721)  -0.04
S (1.5972, -0.4628, 1.1635)  -0.22
H (-1.0618, 0.7535, -1.4564)  0.26
H (-0.5257, 1.3511, 0.1313)  0.30
H (-1.4617, -0.1128, 0.0207)  0.31
H (1.1918, -1.7266, 1.3900)  0.16

Values from the calculation:
Orbital gap: 9.824 eV
SMILES: CSS
Total charge: 0
E_HOMO: -9.2050 eV

(5)
Entry from the Open Molecules 2025 dataset: a structure of composition C17H23Cl3F5HgN4S (ωB97M-V with the def2-TZVPD basis set).

Each line ends with the Löwdin spin population.
Geometry (Å):
Hg (0.3905, -0.1544, 0.2466)  0.40
C (-3.6710, -1.7891, 1.0041)  0.00
C (-2.3738, -2.3885, 0.5088)  0.01
C (-2.1158, -2.5405, -0.8578)  0.00
C (-3.1682, -2.2118, -1.8947)  0.00
C (-0.8789, -3.0395, -1.2815)  0.00
C (-0.5755, -3.1560, -2.7585)  0.00
C (0.0799, -3.4363, -0.3430)  0.02
C (1.3650, -4.0695, -0.8268)  0.00
C (-0.1755, -3.2767, 1.0241)  0.04
C (0.8774, -3.6218, 2.0525)  0.01
C (-1.4113, -2.7764, 1.4470)  0.03
C (-1.7051, -2.6544, 2.9241)  0.00
H (-4.3575, -2.5484, 1.3917)  0.00
H (-4.2014, -1.2538, 0.2187)  0.00
H (-3.4785, -1.0838, 1.8152)  0.00
H (-3.1333, -2.9221, -2.7200)  0.00
H (-3.0282, -1.2163, -2.3334)  0.00
H (-4.1737, -2.2552, -1.4832)  0.00
H (-0.8563, -4.1371, -3.1578)  0.00
H (0.4861, -3.0155, -2.9557)  0.00
H (-1.1049, -2.4013, -3.3356)  0.00
H (1.1794, -4.7071, -1.6911)  0.00
H (1.8208, -4.6926, -0.0610)  0.00
H (2.1043, -3.3193, -1.1221)  0.00
H (0.7504, -4.6371, 2.4433)  0.00
H (0.8322, -2.9384, 2.9005)  0.00
H (1.8791, -3.5439, 1.6383)  0.00
H (-1.3532, -1.6976, 3.3257)  0.00
H (-1.2212, -3.4483, 3.4914)  0.00
H (-2.7723, -2.7175, 3.1279)  0.00
N (-2.4325, 1.3396, -0.0180)  0.00
N (-1.9083, 2.5704, 0.4155)  0.00
C (-1.2661, 2.6556, 1.5939)  0.02
N (-0.7130, 3.8686, 1.8410)  0.01
S (-1.1678, 1.4000, 2.6930)  0.07
H (-2.5313, 1.3890, -1.0221)  0.00
H (-3.3372, 1.2066, 0.4161)  0.00
H (-1.7257, 3.2487, -0.3029)  0.00
H (-0.6644, 4.5920, 1.1446)  0.00
H (-0.1489, 3.9483, 2.6667)  0.00
Cl (6.1191, 0.7513, 0.1407)  0.00
C (5.3346, -0.0735, 1.4859)  0.00
Cl (4.7284, 1.1008, 2.6529)  0.00
Cl (6.4588, -1.1933, 2.2613)  0.00
C (4.1923, -0.8421, 0.9623)  0.01
N (3.2738, -1.4099, 0.5749)  0.03
F (-0.4853, 1.7987, -1.9885)  0.03
C (0.4383, 0.7757, -1.8422)  0.23
F (0.2148, -0.0762, -2.8736)  0.03
C (1.7993, 1.4264, -2.0695)  0.02
F (1.9158, 1.9807, -3.2870)  0.01
F (2.7718, 0.5146, -1.9432)  0.00
F (2.0023, 2.3934, -1.1618)  0.00

Values from the calculation:
Orbital gap (spin up / spin down): 6.780 / 7.695 eV
Spin multiplicity: 2
<S²>: 0.7585
Total charge: 0
E_HOMO (spin up / spin down): -6.4707 / -8.1135 eV

(6)
Entry from the Open Molecules 2025 dataset: a structure of composition C21H43BiN2OP3 (ωB97M-V with the def2-TZVPD basis set).

Each line ends with the Mulliken charge.
Geometry (Å):
Bi (-0.0571, -0.3958, -0.1141)  1.06
P (1.0805, 1.8676, 1.4006)  0.96
P (-2.0162, -1.1359, 1.5879)  0.75
P (-1.5748, 1.9985, -0.7106)  0.95
H (2.4213, -0.2793, -3.7855)  0.17
C (2.8532, 0.6950, -4.0358)  -0.45
C (3.5022, 1.4330, -3.1160)  -0.41
H (3.6453, 1.0617, -2.0914)  0.19
C (2.5848, 1.5682, 2.3969)  -1.48
C (0.0210, 2.6385, 2.6892)  -1.22
C (1.6783, 3.2897, 0.4081)  -1.11
C (-3.1426, -2.4145, 0.9280)  -1.27
C (-1.4090, -1.8931, 3.1445)  -1.23
C (-3.1500, 0.1730, 2.1723)  -1.07
C (-0.7016, 2.6585, -2.1898)  -1.09
C (-2.1071, 3.5495, 0.1284)  -1.54
C (-3.1700, 1.4972, -1.4701)  -1.10
H (2.7364, 1.0355, -5.0684)  0.27
H (3.9166, 2.4209, -3.3510)  0.25
H (3.3198, 1.0035, 1.8086)  0.34
H (2.3437, 1.0036, 3.3069)  0.35
H (3.0188, 2.5385, 2.6783)  0.55
H (-0.5458, 1.8537, 3.2093)  0.20
H (-0.6858, 3.3582, 2.2616)  0.35
H (0.6654, 3.1519, 3.4176)  0.47
H (2.0930, 2.9149, -0.5383)  0.20
H (2.4778, 3.7953, 0.9691)  0.52
H (0.8804, 4.0103, 0.1913)  0.37
H (-4.0050, -2.5425, 1.6012)  0.49
H (-2.6029, -3.3693, 0.8454)  0.43
H (-3.5020, -2.1270, -0.0704)  0.38
H (-2.2596, -2.2877, 3.7216)  0.45
H (-0.8796, -1.1491, 3.7590)  0.36
H (-0.7180, -2.7190, 2.9201)  0.40
H (-3.9477, -0.2864, 2.7770)  0.53
H (-3.6070, 0.7002, 1.3229)  0.23
H (-2.6060, 0.9018, 2.7897)  0.27
H (-1.4562, 3.1006, -2.8540)  0.48
H (-0.1968, 1.8368, -2.7162)  0.15
H (0.0430, 3.4184, -1.9143)  0.40
H (-2.8402, 4.0545, -0.5172)  0.50
H (-1.2646, 4.2302, 0.3020)  0.46
H (-2.5907, 3.3174, 1.0863)  0.40
H (-3.5894, 2.3615, -2.0056)  0.53
H (-3.8847, 1.1791, -0.7015)  0.38
H (-3.0092, 0.6741, -2.1779)  0.16
C (-1.3939, -1.3074, -3.0903)  0.36
C (-1.8756, -2.5738, -2.6501)  -0.53
C (-2.7799, -3.2629, -3.4388)  -0.63
C (-3.1245, -2.7800, -4.7079)  -0.53
C (-2.5201, -1.6211, -5.2108)  -0.43
C (-1.6248, -0.9023, -4.4358)  -0.42
O (-0.8433, -0.4408, -2.2678)  -0.50
H (1.2840, -1.1258, 2.2094)  -0.19
H (-1.5681, -2.9384, -1.6680)  0.42
H (-3.2294, -4.1798, -3.0569)  0.39
H (-3.8627, -3.3160, -5.3111)  0.39
H (-2.7617, -1.2706, -6.2167)  0.40
H (-1.1501, 0.0160, -4.7760)  0.39
C (5.1787, -2.9112, 3.5793)  -0.79
N (4.0860, -2.4613, 2.7344)  0.13
C (4.0255, -2.5446, 1.3371)  -0.96
C (2.8567, -1.9961, 0.9474)  -0.19
N (2.1826, -1.6192, 2.1134)  0.50
C (2.9610, -1.8968, 3.1770)  -0.17
H (5.1607, -3.9996, 3.7184)  0.34
H (6.1423, -2.6394, 3.1367)  0.35
H (5.0922, -2.4417, 4.5663)  0.31
H (4.8200, -2.9656, 0.7448)  0.46
H (2.4578, -1.8127, -0.0458)  0.49
H (2.7249, -1.7007, 4.2161)  0.44

Values from the calculation:
Orbital gap: 4.456 eV
Total charge: +3
E_HOMO: -14.6422 eV

Ordered ΔE to the lowest compared entry with this formula, charge and spin results: 42.06; 0.00; 0.00; 0.57; 0.00; 6.97; unit kcal per mole.